Molecular formula: C30H31Cl4HgNO5S3
Method: DFT, ωB97M-V/def2-TZVPD

Positions of all 75 atoms, in Å:
Hg  -0.3669  -0.3802  -1.3157
C  1.5388  2.8531  3.5954
C  0.6964  1.5952  3.4843
S  1.2448  0.4004  2.1652
C  -0.1433  0.1222  1.3171
C  -1.3640  1.9291  0.1598
S  0.2111  2.5054  -0.4962
C  0.1450  4.2713  -0.0556
C  0.2135  4.5049  1.4558
S  1.8122  3.8971  2.1219
H  2.5681  2.6115  3.8661
H  1.1166  3.4887  4.3777
H  -0.3320  1.8517  3.2456
H  0.7172  1.0496  4.4298
H  -1.7361  1.2366  2.2935
H  -1.7350  -0.1189  -0.0328
H  -2.0924  2.6633  -0.1775
H  -2.9852  1.0411  0.9895
H  -0.7728  4.6795  -0.4816
H  1.0163  4.7448  -0.5156
H  -0.6179  4.0194  1.9691
H  0.1916  5.5759  1.6665
C  -0.5828  1.6288  -5.5764
C  0.0432  1.3335  -4.2398
O  -0.5574  0.6482  -3.4334
C  1.3913  1.8775  -3.9332
C  1.8090  3.0970  -4.4595
C  3.0415  3.6197  -4.1022
C  3.8599  2.9243  -3.2206
C  3.4555  1.6982  -2.7110
C  2.2286  1.1700  -3.0725
H  -1.4400  0.9754  -5.7171
H  0.1430  1.4860  -6.3766
H  -0.9197  2.6675  -5.6047
H  1.1602  3.6604  -5.1186
H  3.3643  4.5693  -4.5099
H  4.8179  3.3398  -2.9337
H  4.0828  1.1488  -2.0221
H  1.9484  0.1905  -2.7039
Cl  -0.0376  -2.6305  -3.1898
C  -1.7768  -2.9111  -3.4579
Cl  -2.3023  -2.0601  -4.9400
C  -2.6930  -2.4639  -2.2802
O  -3.7150  -3.1251  -2.1720
O  -2.3102  -1.4870  -1.5720
H  -1.9090  -3.9700  -3.6383
Cl  -2.3648  -4.8587  2.2334
C  -2.9357  -3.2062  2.2437
C  -4.2612  -3.0003  2.6048
C  -4.7737  -1.7262  2.4987
C  -3.9380  -0.6964  2.0989
C  -2.6035  -0.8586  1.8211
Cl  -1.6872  0.5464  1.0874
C  -2.0649  -2.1749  1.8918
N  -0.7945  -2.5498  1.3093
C  0.3590  -2.7206  2.1247
C  0.2075  -2.5828  3.5041
C  1.2695  -2.7083  4.3824
C  2.5235  -3.0100  3.8884
C  2.6768  -3.1831  2.5208
C  1.6383  -3.0420  1.6021
C  2.0366  -3.2720  0.1471
C  2.1815  -2.0546  -0.8101
O  2.8458  -2.1793  -1.8346
O  1.5217  -1.0316  -0.4247
H  -4.8748  -3.8358  2.9093
H  -5.8222  -1.5398  2.6901
H  -4.3108  0.3134  1.9086
H  -0.9375  -3.3683  0.7291
H  -0.7793  -2.3573  3.8891
H  1.1059  -2.5874  5.4466
H  3.3732  -3.1131  4.5516
H  3.6609  -3.4191  2.1321
H  1.3157  -3.9409  -0.3381
H  3.0044  -3.7714  0.1149

Output
Gap between HOMO and LUMO (spin up / spin down): 5.9 / 6.1 eV
Max |F|: 5.3 eV/Å
Molar mass: 924.183 Da
Net charge: -1
Spin multiplicity: 2

Atomic partial charges in e from the Löwdin method, atoms 1 to 8: 1.1104 -0.5582 -0.4783 0.9238 -0.8330 -0.7203 0.7447 -0.5661